# 1
Below is an isolated molecule of C2H7N3 at a distorted geometry, with properties calculated with the ωB97M-V functional and the def2-TZVPD basis.

Geometry as XYZ:
```
12
Properties=species:S:1:pos:R:3:lowdin_charge:R:1
C 0.9174 -1.6299 1.3536 -0.1988
N 0.3897 -1.2150 0.0517 -0.0328
C 0.1939 0.0181 0.0891 -0.3194
N -0.3103 0.7088 -0.9954 -0.1189
N -1.0100 1.8967 -0.6277 -0.0308
H 1.8509 -2.3104 1.2195 0.0834
H 0.0576 -2.1879 1.9806 0.1004
H 1.2075 -0.7963 2.0856 0.0667
H 0.2346 0.6860 0.9764 0.1277
H -0.6418 0.1748 -1.8279 0.1452
H -0.8093 2.5549 -1.4320 0.0926
H -2.0529 1.8161 -0.6586 0.0847
```

Values from the calculation:
total charge: 0
relative energy (zero: lowest compared OMol25 entry of this formula, charge and spin): 200.31 kJ/mol
structure (SMILES): C/N=C/NN
highest occupied orbital energy: -8.822 eV
LUMO level: 1.10 eV

=====

# 2
Below is a structure of composition C28H28N12O5P2RhS at a distorted geometry, with properties calculated with the ωB97M-V functional and the def2-TZVPD basis.

Geometry as XYZ:
```
77
Properties=species:S:1:pos:R:3:lowdin_charge:R:1
Rh -1.7686 1.3584 0.6335 1.0157
N -4.5902 3.1496 -0.0973 0.1390
C -4.7728 1.8638 0.2815 -0.4655
N -5.9247 1.3742 0.7443 0.0289
N -5.7093 0.0896 0.8999 -0.1055
N -4.4965 -0.2262 0.5636 -0.0967
N -3.8730 0.8454 0.1348 -0.0811
C -3.4528 3.6086 -0.6705 -0.4654
N -3.3164 4.8034 -1.2495 0.0436
N -2.1211 4.7873 -1.7853 -0.0825
N -1.5278 3.6586 -1.5704 -0.0793
N -2.3410 2.8668 -0.9013 -0.0628
H -5.2088 3.8466 0.2917 0.1539
C -1.1778 -2.3376 0.7406 -0.1858
N 0.0102 -1.6356 0.2151 -0.4527
P -0.4958 -0.2309 -0.6482 0.9910
C 0.9559 0.1320 -1.7137 -0.3294
C 1.7528 -0.8759 -2.2421 -0.0986
C 2.7708 -0.5679 -3.1244 -0.0851
C 2.9989 0.7496 -3.4891 -0.0928
C 2.1879 1.7516 -2.9875 -0.0731
C 1.1622 1.4478 -2.1062 -0.0842
C -1.4130 -0.9410 -2.0711 -0.3239
C -2.1739 -0.0269 -2.7936 -0.0881
C -2.8058 -0.4037 -3.9633 -0.0646
C -2.6830 -1.7025 -4.4295 -0.0857
C -1.9181 -2.6144 -3.7223 -0.0837
C -1.2779 -2.2376 -2.5544 -0.1009
P 1.0789 -1.3303 1.5904 1.0830
C 2.2942 -2.7033 1.3816 -0.3784
C 3.2543 -2.7264 2.3911 -0.1284
C 4.2172 -3.7129 2.4408 -0.0907
C 4.2143 -4.7187 1.4857 -0.1004
C 3.2476 -4.7229 0.4953 -0.0910
C 2.2869 -3.7257 0.4453 -0.0958
C 2.1205 0.0271 0.9130 -0.3588
C 1.7073 1.3401 1.1314 -0.1229
C 2.4521 2.4037 0.6495 -0.0662
C 3.6358 2.1729 -0.0288 -0.0824
C 4.0746 0.8719 -0.2137 -0.0784
C 3.3261 -0.1939 0.2514 -0.0954
H -1.8612 -2.5789 -0.0738 0.0672
H -1.7253 -1.7305 1.4698 0.0594
H -0.8466 -3.2622 1.2204 0.0796
H 1.5837 -1.8995 -1.9476 0.0905
H 3.3882 -1.3599 -3.5244 0.1018
H 3.8057 0.9859 -4.1694 0.0994
H 2.3600 2.7771 -3.2762 0.1099
H 0.5215 2.2251 -1.7107 0.0777
H -2.2565 0.9877 -2.4285 0.0718
H -3.3925 0.3170 -4.5134 0.1077
H -3.1735 -1.9978 -5.3457 0.0991
H -1.8138 -3.6285 -4.0834 0.0999
H -0.6677 -2.9558 -2.0270 0.0948
H 3.2395 -1.9336 3.1304 0.1020
H 4.9675 -3.7039 3.2192 0.0999
H 4.9671 -5.4940 1.5129 0.0967
H 3.2522 -5.5083 -0.2482 0.0994
H 1.5316 -3.7271 -0.3251 0.0864
H 0.7953 1.5419 1.6781 0.0611
H 2.0942 3.4102 0.8070 0.1170
H 4.2150 2.9989 -0.4180 0.1065
H 5.0054 0.6851 -0.7325 0.1067
H 3.6857 -1.1999 0.0887 0.1042
N -0.8860 1.4254 4.4933 0.2007
C -0.6799 0.3102 3.8057 -0.6375
N -0.2655 -0.7818 4.5422 0.1410
O -0.7982 0.1677 2.5799 -0.1708
H -0.9093 1.3424 5.4960 0.1099
H -1.3275 2.2981 4.1005 0.0296
H 0.1777 -0.6097 5.4295 0.0924
H 0.1439 -1.5092 3.9718 0.0376
O -3.2196 4.4698 1.8548 -0.2980
S -2.3939 3.4190 2.4015 0.2887
O -1.9748 3.6868 3.7803 -0.3307
O -1.1445 3.2171 1.5634 -0.4268
O -3.0980 2.1004 2.3603 -0.3537
```

Values from the calculation:
total charge: -1
highest occupied orbital energy: -4.882 eV
LUMO level: 0.67 eV

=====

# 3
Below is a structure of composition C57H138CdN8O17 at a distorted geometry, with properties calculated with the ωB97M-V functional and the def2-TZVPD basis.

Geometry as XYZ:
```
221
Properties=species:S:1:pos:R:3:lowdin_charge:R:1
Cd 1.8229 -0.9768 -1.9474 1.3377
O -1.2324 0.1689 -0.4064 0.2275
H -2.0494 0.3716 -0.8679 0.0708
H -0.8645 -0.6736 -0.6827 0.0051
H -0.5386 0.8137 -0.5624 0.0765
O 1.2940 0.8317 -1.2291 -0.4406
H 1.1651 1.6998 -1.6585 -0.0427
O 2.2315 -0.8246 -3.8801 -0.4953
H 2.0539 -1.1454 -4.7857 -0.0356
O 0.0230 -1.7054 -1.3938 -0.4231
H -0.4621 -2.5307 -1.5894 -0.0123
C -0.9443 4.5994 0.8680 -0.0199
C 0.4056 4.5017 0.0469 -0.4051
C 0.9617 5.9691 -0.1547 -0.1441
C 1.8314 6.5176 0.9605 -0.1517
C 2.8836 5.4056 1.4572 -0.0937
C 2.2365 4.0117 1.7880 -0.4890
N 1.3600 3.5791 0.6798 -0.0947
O 0.8374 2.2827 0.9134 -0.0308
C 3.3862 3.0334 1.9046 -0.0383
C 1.5010 4.1787 3.1329 -0.0284
C -0.0471 4.0099 -1.4185 -0.0226
H -0.8436 5.0006 1.8765 0.0700
H -1.4202 3.6333 1.0362 0.0570
H -1.6417 5.1871 0.2711 0.0667
H 1.5023 5.9249 -1.1002 0.0968
H 0.0962 6.5949 -0.3721 0.1119
H 1.0804 6.7798 1.7057 0.0939
H 2.4312 7.3987 0.7323 0.1041
H 3.5190 5.8008 2.2499 0.1145
H 3.5386 5.2949 0.5930 0.0976
H 3.8522 2.8207 0.9424 0.0709
H 4.1543 3.3850 2.5935 0.0883
H 2.9786 2.1496 2.3953 0.0761
H 0.9455 5.1139 3.2042 0.0732
H 0.8180 3.3663 3.3812 0.0631
H 2.0731 4.0607 4.0532 0.0748
H 0.7696 3.5524 -1.9769 0.0551
H -0.3380 4.8779 -2.0101 0.0740
H -0.9033 3.3354 -1.4349 0.0689
H 1.0908 1.8639 0.0876 -0.0072
C -1.3019 -4.4626 3.1587 -0.0184
C -1.4480 -3.0132 2.5413 -0.4662
C -1.9490 -2.0294 3.6396 -0.1233
C -0.8173 -1.6283 4.6281 -0.1494
C 0.3516 -0.9734 3.7997 -0.1169
C 0.9108 -1.9035 2.6679 -0.4557
N -0.2444 -2.4221 1.8666 -0.1014
O 0.1858 -3.2141 0.8270 -0.0473
C 1.7833 -1.0480 1.7271 -0.0262
C 1.6951 -3.0741 3.2987 -0.0287
C -2.5324 -3.1265 1.4731 -0.0577
H -2.2379 -4.8144 3.5925 0.0766
H -0.7039 -4.3054 4.0563 0.0526
H -0.8510 -5.1525 2.4454 0.0827
H -2.4938 -1.2079 3.1745 0.0996
H -2.7211 -2.5568 4.1998 0.1119
H -0.4685 -2.3742 5.3422 0.1025
H -1.3033 -0.8674 5.2388 0.0828
H 1.1771 -0.7597 4.4787 0.1078
H 0.0809 0.0109 3.4177 0.1003
H 2.4817 -0.4319 2.2933 0.0802
H 2.3864 -1.6816 1.0767 0.0693
H 1.1122 -0.3619 1.2103 0.0689
H 1.3007 -3.5184 4.2126 0.0653
H 1.7605 -3.9734 2.6862 0.0784
H 2.7428 -2.7927 3.4047 0.0786
H -2.8329 -2.1502 1.0931 0.0589
H -3.4677 -3.5264 1.8648 0.0858
H -2.2101 -3.6955 0.6011 0.0747
H 0.2590 -2.6253 0.0723 0.0108
C -6.0794 1.8783 -0.1877 -0.0122
C -4.9789 0.8934 0.3130 -0.4435
C -5.7313 -0.2395 1.0666 -0.1284
C -6.5541 -1.2172 0.1756 -0.1532
C -5.5729 -1.8054 -0.8448 -0.1473
C -4.7515 -0.7678 -1.6701 -0.3995
N -4.1171 0.2888 -0.7616 -0.0933
O -3.3706 1.2206 -1.4947 -0.0439
C -3.5992 -1.7013 -2.3390 -0.0147
C -5.6035 -0.2785 -2.8769 -0.0283
C -3.9501 1.5292 1.2802 -0.0299
H -6.7099 2.3620 0.5584 0.0895
H -6.7224 1.3702 -0.9063 0.0581
H -5.7218 2.7196 -0.7814 0.0538
H -5.1181 -0.7120 1.8339 0.1083
H -6.5088 0.2106 1.6838 0.1099
H -7.2690 -0.6237 -0.3942 0.0962
H -7.1219 -1.9830 0.7041 0.1127
H -6.1709 -2.4394 -1.4994 0.1196
H -4.8345 -2.4161 -0.3252 0.0955
H -2.8690 -1.1120 -2.8937 0.0695
H -3.0799 -2.2276 -1.5381 0.0586
H -3.9585 -2.4098 -3.0853 0.0781
H -4.9399 0.2963 -3.5228 0.0688
H -5.8089 -1.1591 -3.4855 0.0850
H -6.4896 0.3371 -2.7216 0.0743
H -4.4909 1.9913 2.1061 0.0808
H -3.3628 2.3059 0.7904 0.0658
H -3.1989 0.8697 1.7149 0.0721
H -4.0239 1.4662 -2.1538 0.0649
C -1.0747 -4.2283 -4.7310 -0.0927
O -1.0908 -5.5557 -4.1451 -0.2212
C -1.8273 -5.6659 -2.9152 -0.1936
C -1.8698 -7.1562 -2.3842 -0.1626
N -2.8697 -8.0580 -3.0976 -0.0548
C -2.8953 -9.5231 -2.6388 -0.1595
C -3.4687 -9.7832 -1.2107 -0.2580
O -3.0004 -10.9602 -0.6788 -0.1949
C -3.6683 -11.4022 0.5260 -0.0730
H -0.8513 -3.3687 -4.0992 0.0672
H -2.0740 -4.0619 -5.1332 0.0809
H -0.3392 -4.1583 -5.5324 0.0859
H -2.8096 -5.2521 -3.1433 0.1123
H -1.2411 -5.0452 -2.2377 0.0944
H -2.0134 -7.0846 -1.3061 0.1005
H -0.8457 -7.4917 -2.5480 0.1081
H -2.5147 -8.1406 -4.0396 0.0846
H -1.8912 -9.9451 -2.6794 0.1056
H -3.4289 -10.0036 -3.4589 0.1069
H -4.5585 -9.7632 -1.2083 0.1158
H -3.1174 -8.9643 -0.5828 0.1080
H -3.1186 -10.9875 1.3709 0.0878
H -3.6476 -12.4905 0.5843 0.0815
H -4.7364 -11.1915 0.4735 0.0817
C -2.2707 2.3866 4.3933 -0.0606
O -1.3859 3.3840 4.9701 -0.1958
C -0.8158 3.0672 6.1732 -0.2452
C 0.3495 2.0378 6.2055 -0.2127
N 0.9810 1.9741 7.5155 -0.0522
C 2.1519 2.9009 7.5882 -0.1733
C 2.9076 2.8443 8.9923 -0.2034
O 3.4856 1.5350 9.1128 -0.1759
C 4.1286 1.5478 10.3744 -0.1364
H -1.6923 1.6316 3.8608 0.0707
H -2.9782 2.9291 3.7662 0.0770
H -2.8167 1.8620 5.1774 0.0873
H -1.5742 2.9194 6.9420 0.1260
H -0.2594 3.9813 6.3805 0.1128
H 1.1139 2.1507 5.4367 0.1016
H -0.0741 1.0584 5.9827 0.0934
H 1.3779 1.0610 7.6849 0.0980
H 1.8251 3.9107 7.3398 0.1041
H 2.8748 2.7177 6.7933 0.1039
H 2.2055 3.0454 9.8015 0.1156
H 3.6342 3.6535 9.0650 0.1097
H 4.8534 2.3611 10.3385 0.0831
H 4.7332 0.6500 10.5034 0.0842
H 3.5536 1.5680 11.3002 0.0892
C 8.7923 -1.5677 -4.6647 -0.1229
O 7.6856 -2.2341 -5.1458 -0.2013
C 6.4207 -1.7939 -4.6997 -0.2096
C 6.0259 -0.3495 -4.9922 -0.1785
N 4.9947 0.1194 -4.0638 -0.0844
C 4.8721 1.5608 -4.1007 -0.1984
C 3.4499 2.0496 -3.7478 -0.1937
O 3.3553 3.4589 -3.4787 -0.1750
C 3.6190 3.7983 -2.0942 -0.1016
H 8.6115 -1.5827 -3.5899 0.0867
H 8.8626 -0.5153 -4.9396 0.0789
H 9.5770 -2.2503 -4.9907 0.1014
H 6.4627 -2.0160 -3.6334 0.1045
H 5.6717 -2.4321 -5.1684 0.1241
H 5.7473 -0.2949 -6.0446 0.1256
H 6.9157 0.2610 -4.8383 0.1055
H 4.0643 -0.2291 -4.2457 0.0509
H 5.1529 1.9457 -5.0811 0.1107
H 5.7075 1.9460 -3.5160 0.1085
H 2.9882 1.4522 -2.9617 0.0663
H 2.8441 1.9290 -4.6460 0.1218
H 3.0286 3.3163 -1.3149 0.0504
H 3.4871 4.8682 -1.9331 0.0772
H 4.6595 3.6047 -1.8335 0.0761
C 6.4719 0.2793 1.8326 -0.0805
O 6.4081 -0.2444 0.5049 -0.2056
C 5.7869 0.6253 -0.4507 -0.1920
C 4.3070 0.2767 -0.5327 -0.1791
N 3.9684 -0.7944 -1.4882 -0.1376
C 4.6147 -2.0413 -1.1494 -0.1917
C 4.0415 -3.2571 -1.9322 -0.1490
O 2.6349 -3.2256 -1.5764 -0.2947
C 1.7622 -4.0431 -2.3990 -0.0900
H 7.1919 1.0924 1.7401 0.0864
H 6.7005 -0.4484 2.6112 0.0914
H 5.5327 0.7730 2.0821 0.0672
H 6.3191 0.4707 -1.3893 0.1157
H 5.9277 1.7009 -0.3433 0.1122
H 3.5878 1.0257 -0.8640 0.0748
H 3.9654 -0.0444 0.4513 0.1008
H 4.3648 -0.5921 -2.3949 0.0491
H 4.4534 -2.2565 -0.0931 0.1192
H 5.6907 -1.9155 -1.2695 0.1109
H 4.4084 -4.1395 -1.4078 0.1253
H 4.1811 -3.2458 -3.0131 0.1122
H 1.8530 -3.6923 -3.4270 0.0766
H 0.7247 -3.9439 -2.0797 0.0467
H 2.0186 -5.1002 -2.4700 0.0945
C -0.7160 1.2881 -4.1223 -0.0631
O -2.1321 1.6374 -4.2175 -0.2105
C -2.2942 2.9277 -4.8447 -0.1884
C -3.8106 3.3349 -4.8775 -0.1867
N -4.2335 3.5960 -3.5200 -0.0562
C -3.5189 4.7723 -2.8963 -0.1608
C -4.3686 5.3407 -1.7255 -0.2052
O -5.6267 5.7263 -2.2797 -0.2088
C -6.6591 6.1894 -1.3866 -0.0807
H -0.5553 0.2885 -3.7186 0.0673
H -0.2566 1.9221 -3.3639 0.0551
H -0.2541 1.4176 -5.1010 0.0901
H -1.8304 2.9964 -5.8286 0.1137
H -1.6753 3.5991 -4.2494 0.0967
H -4.4896 2.5604 -5.2342 0.1125
H -4.0174 4.1766 -5.5384 0.1101
H -5.1750 3.9613 -3.5388 0.0925
H -3.5271 5.5790 -3.6292 0.1174
H -2.4842 4.6504 -2.5762 0.0791
H -3.7300 6.1393 -1.3479 0.1176
H -4.5727 4.5643 -0.9881 0.1030
H -7.1532 5.3419 -0.9115 0.0752
H -7.4029 6.8001 -1.8984 0.0857
H -6.2788 6.7641 -0.5421 0.0826
```

Values from the calculation:
total charge: 0
relative energy (zero: lowest compared OMol25 entry of this formula, charge and spin): 342.12 kJ/mol
highest occupied orbital energy: -7.610 eV
LUMO level: 0.59 eV